# 1
178
Properties=species:S:1:pos:R:3:forces:R:3 method="wB97M-V/def2-TZVPD" lumo_ev=0.411 e_homo_ev=-7.90 orbital_gap_ev=8.3 largest_force_ev_per_a=3.824
C 5.854374 -5.400488 2.147464 -0.508 -0.114 0.565
C 5.452519 -4.228920 1.582465 -1.442 2.157 -0.191
C 4.564524 -3.296262 2.273767 1.693 -1.195 -0.717
C 4.146104 -3.522487 3.570273 1.506 -1.651 -1.309
C 4.616996 -4.726290 4.136928 -0.065 0.432 0.002
C 5.434746 -5.620505 3.470257 -0.056 -0.629 0.284
O 5.816425 -6.805340 4.110709 -0.202 0.556 -0.964
O 4.237718 -2.157100 1.611854 -0.721 0.700 0.661
H 6.386216 -6.172436 1.572216 0.002 0.522 0.374
H 5.752631 -3.928989 0.574481 -0.170 -0.244 0.282
H 3.524588 -2.810367 4.055847 -0.472 0.294 0.632
H 4.316464 -4.945653 5.133252 -0.090 -0.368 0.689
H 6.132209 -7.341202 3.364129 0.041 -0.190 0.715
H 3.652917 -1.667209 2.238748 0.287 -0.049 -1.036
C -5.892975 -0.544503 -5.397306 -1.780 0.579 1.058
C -6.294924 -0.578101 -6.712754 1.602 -0.327 -0.324
C -5.268739 -0.544896 -7.664757 -0.518 -0.151 -0.046
C -3.928552 -0.429480 -7.285040 -1.679 0.013 0.619
C -3.594745 -0.407283 -5.930946 0.753 -0.319 -1.526
C -4.576245 -0.470786 -4.993567 -0.052 -0.611 0.190
O -4.239355 -0.684012 -3.689421 0.119 0.158 0.348
O -5.683143 -0.723512 -8.975606 0.867 -0.095 0.148
H -6.678823 -0.537554 -4.637474 0.345 -0.331 0.026
H -7.295931 -0.839678 -7.021217 -0.127 0.400 0.072
H -3.179350 -0.402943 -8.019258 0.955 -0.008 -0.907
H -2.549442 -0.521888 -5.669838 0.004 0.459 0.157
H -3.331387 -1.037845 -3.719128 -0.098 0.094 0.437
H -4.955721 -1.190223 -9.409294 -0.267 0.209 -0.265
C 1.502977 2.808946 -5.384860 2.313 -0.908 1.614
C 2.861929 3.137017 -5.015706 -2.221 -0.350 -1.246
C 3.448674 2.565628 -3.917795 0.310 0.841 0.226
C 2.744512 1.625833 -3.178103 2.010 -0.163 0.471
C 1.501998 1.269794 -3.538938 -1.667 -1.368 0.300
C 0.865048 1.849657 -4.640050 -0.347 0.011 0.906
O -0.421923 1.497840 -4.946283 -0.752 -0.300 0.409
O 4.706140 3.003224 -3.584097 0.043 0.072 -1.607
H 0.975953 3.164638 -6.216076 -0.305 0.888 -1.163
H 3.406267 3.790045 -5.667416 0.326 0.439 0.044
H 3.292906 1.082418 -2.406070 -0.371 0.255 0.081
H 1.013838 0.472816 -2.936434 0.093 0.668 -0.647
H -0.891300 1.217926 -4.123739 0.487 0.212 -0.561
H 4.884585 2.983733 -2.657620 -0.096 -0.387 0.984
C 0.800208 3.666987 4.036515 1.541 -1.123 0.526
C 0.412054 4.833128 4.669420 -0.115 1.026 -0.401
C 1.364331 5.812232 5.034520 -1.326 -0.936 0.592
C 2.688278 5.543094 4.871769 1.989 1.033 0.793
C 3.163528 4.372716 4.314839 -0.662 -0.460 -0.076
C 2.197327 3.441292 3.909304 0.781 0.617 -0.647
O 2.698013 2.317173 3.290616 -2.494 -1.349 1.516
O 0.968207 6.920781 5.749654 -1.205 -0.812 -0.902
H 0.125937 2.816894 3.816973 0.196 0.954 -0.147
H -0.639454 5.061338 4.793457 -0.004 -0.130 0.203
H 3.410022 6.260469 5.330447 -0.455 -0.507 -0.595
H 4.249862 4.155829 4.256643 -0.931 0.098 -0.023
H 3.411419 2.510317 2.730051 1.677 0.601 -1.406
H 1.753819 7.320104 6.073751 0.970 0.769 0.503
C -0.066483 1.713004 -0.476378 -1.303 -0.781 -1.043
C 0.713198 1.441556 0.616076 1.626 0.899 -0.285
C 0.808224 0.191330 1.162334 0.213 1.209 0.925
C -0.093131 -0.712812 0.714753 0.304 -2.467 1.114
C -0.913541 -0.554547 -0.355143 -0.834 2.230 -2.029
C -0.890399 0.696523 -1.038977 1.446 0.373 2.197
O -1.630864 1.015733 -2.141957 1.135 0.193 -0.395
O 1.693081 -0.127341 2.170148 -0.132 -0.762 -0.076
H -0.037869 2.707259 -0.908091 -0.104 -0.163 -0.184
H 1.448133 2.176678 0.909039 -0.130 0.222 0.354
H -0.036593 -1.667694 1.201079 -0.269 -0.433 0.059
H -1.597487 -1.319304 -0.683173 0.009 -0.307 -0.012
H -2.487581 0.697360 -1.944187 -2.015 -0.574 -0.122
H 2.006251 0.629856 2.691255 -0.263 0.417 -0.373
C -6.072752 2.075203 -1.857091 -1.228 1.810 1.685
O -4.972471 1.273932 -1.541313 0.447 1.016 -0.148
C -5.315415 0.056494 -1.253587 -0.734 -2.371 0.130
O -6.405117 -0.458962 -1.335857 -0.098 0.605 -0.070
O -4.240484 -0.574101 -0.825269 1.249 -0.461 -0.076
C -4.308403 -1.971380 -0.515931 0.734 -0.085 1.623
H -6.860081 2.005838 -1.061481 0.560 -0.253 -0.825
H -6.478256 1.884401 -2.810781 -0.494 -0.650 -1.095
H -5.776756 3.120839 -1.844638 0.520 -0.048 -0.004
H -5.307717 -2.360614 -0.551463 -0.539 0.120 -0.010
H -3.891696 -2.059568 0.522714 -0.499 -0.050 -0.896
H -3.678127 -2.582765 -1.150598 0.212 0.321 -0.425
C -1.559672 -1.688310 4.042880 -1.747 -0.348 0.584
O -2.866978 -1.496421 3.439158 -1.509 -0.263 -1.073
C -3.915293 -2.269111 3.772047 -0.720 -0.242 0.229
O -3.957887 -3.055610 4.683629 0.322 0.041 -0.107
O -4.987875 -2.043755 2.942403 2.246 1.825 0.050
C -6.153848 -2.815415 2.960056 -0.724 -1.368 -1.150
H -0.921821 -1.060902 3.438607 0.426 -0.310 0.006
H -1.366196 -2.758585 4.117372 0.486 0.145 -0.433
H -1.673346 -1.331486 5.053708 0.442 0.305 0.415
H -7.069016 -2.201752 2.714605 1.244 -0.347 0.561
H -6.251858 -3.386248 3.878569 -0.154 0.185 0.202
H -6.039744 -3.552002 2.116755 -0.301 0.494 0.724
C -3.976292 1.075512 1.843752 -0.806 1.615 -0.464
O -3.620946 2.344080 1.166038 -1.489 -1.304 -0.648
C -2.799099 3.159699 1.728652 1.009 -0.860 0.657
O -2.305046 3.003637 2.813363 0.451 0.386 1.004
O -2.517927 4.121890 0.881825 0.925 1.320 -0.487
C -1.517181 5.068218 1.318744 -0.989 0.466 -0.368
H -5.077996 1.069999 1.690304 0.669 -0.329 0.498
H -3.688973 1.129539 2.917702 -0.060 -0.383 -1.051
H -3.548104 0.328117 1.182662 0.273 -0.304 0.719
H -0.491547 4.748221 1.276261 0.229 -0.749 -0.069
H -1.747176 5.452878 2.288284 -0.098 -0.152 0.865
H -1.647889 5.909097 0.665561 0.065 0.310 -0.613
C 2.713721 2.408350 7.382115 0.101 0.076 -0.542
O 4.029762 2.104623 6.832975 -1.422 2.068 1.308
C 4.129907 0.979071 6.203927 1.316 -0.525 0.243
O 3.302219 0.097790 6.133912 0.897 0.554 -0.549
O 5.440503 1.019318 5.767140 -1.345 -1.506 -1.305
C 5.654593 -0.085935 4.848728 -0.296 -1.003 1.349
H 2.753130 3.425389 7.828437 0.230 -0.882 -0.228
H 2.460443 1.620906 8.105471 -0.132 0.447 -0.204
H 2.013189 2.428518 6.526739 0.104 -0.109 0.625
H 4.976444 -0.013775 3.983758 0.262 -0.116 0.364
H 5.472825 -1.010010 5.470331 0.024 0.647 -1.147
H 6.690370 -0.105281 4.543879 0.186 0.370 -0.069
C 2.385337 6.119290 -3.043773 0.739 -0.277 -0.258
O 1.022150 6.191974 -3.405738 0.430 1.519 -0.434
C 0.210663 5.377575 -2.813709 0.043 -2.418 -0.927
O 0.530781 4.467648 -2.088577 0.436 0.211 1.265
O -0.973972 5.489961 -3.352233 -1.542 0.449 0.251
C -1.941657 4.546764 -2.845082 0.136 -0.448 -0.221
H 2.812249 5.124301 -3.225920 -0.345 0.108 0.159
H 2.518380 6.379475 -1.988153 0.101 0.252 -0.429
H 2.861927 6.801278 -3.748780 0.161 0.156 0.493
H -1.751538 3.546720 -3.283271 -0.201 0.611 0.231
H -2.911817 4.943085 -3.098484 -0.191 0.006 -0.454
H -1.917909 4.475839 -1.765414 0.303 -0.053 0.220
C -3.071910 -5.299498 2.656224 1.258 -0.769 0.638
O -2.001189 -5.965284 1.859214 -1.317 -0.571 1.663
C -1.946803 -5.509440 0.642839 -0.347 2.855 -0.468
O -2.690464 -4.597822 0.260975 0.954 -1.543 -0.574
O -0.882822 -5.994803 0.018501 -1.078 -0.579 -0.606
C -0.700769 -5.489642 -1.345237 0.782 0.436 2.238
H -2.768982 -4.258276 2.742664 -0.073 -0.165 0.204
H -3.089229 -5.830242 3.644102 0.139 0.612 -1.041
H -4.036589 -5.339645 2.171913 -0.060 -0.251 -0.247
H 0.254854 -5.933307 -1.546919 0.426 0.027 -0.723
H -0.607548 -4.410338 -1.154123 -0.219 -0.199 -1.045
H -1.468086 -5.830009 -2.018012 -0.362 0.138 -0.133
C 1.695544 -5.933162 2.197788 0.891 -1.720 0.751
O 2.055641 -5.531559 0.853896 0.479 0.270 0.171
C 1.799961 -4.273378 0.557803 -2.319 2.222 -0.439
O 0.890795 -3.618745 1.102454 2.347 -1.177 -0.991
O 2.526564 -3.809879 -0.526266 -1.955 -0.433 1.736
C 2.172754 -2.435473 -0.961740 0.924 -0.948 -0.662
H 2.270420 -5.360441 2.944767 -0.603 0.228 -0.480
H 2.144551 -6.953454 2.276898 -0.443 0.671 -0.218
H 0.623162 -6.053287 2.454744 0.554 0.675 -0.720
H 2.840032 -2.420148 -1.825778 -0.286 0.588 -0.118
H 2.535724 -1.743972 -0.222185 -0.061 0.249 0.364
H 1.131512 -2.184396 -1.263819 0.576 -0.901 0.494
C 5.985061 1.032743 -0.393983 2.148 0.466 -0.594
O 5.261503 2.140663 -0.971381 -0.790 -0.458 0.338
C 4.378021 2.688075 -0.121200 -0.371 0.502 -1.513
O 4.252287 2.360712 1.023274 -0.108 0.056 0.715
O 3.684459 3.631378 -0.785621 0.102 0.240 1.419
C 2.888810 4.482855 0.155021 1.722 -1.228 -0.259
H 5.521538 0.034948 -0.434923 -0.518 0.742 0.238
H 6.265736 1.395556 0.606788 -0.027 -0.913 -0.270
H 6.905046 0.964274 -1.036980 -0.825 0.092 0.705
H 2.627341 5.366447 -0.358431 0.083 0.814 -0.594
H 3.556511 4.661575 1.015304 -0.805 0.056 -0.200
H 1.984195 3.957454 0.350209 -0.526 -0.356 0.593
C -3.622729 -4.044960 -4.181336 1.366 -3.341 -1.265
O -2.541725 -3.928878 -5.141441 0.025 0.585 0.383
C -1.719575 -2.957601 -4.807465 1.876 -1.333 -2.595
O -1.823553 -2.212232 -3.895596 -0.271 1.686 1.742
O -0.685967 -3.008686 -5.679254 -0.794 -0.154 0.079
C 0.173427 -1.900614 -5.870995 0.713 0.985 -1.151
H -4.069532 -3.116562 -4.043096 -1.336 1.263 0.138
H -3.154669 -4.410752 -3.263027 -0.471 0.077 0.136
H -4.150486 -4.879366 -4.711093 -0.492 1.079 1.120
H -0.203758 -0.934996 -5.488758 0.051 -0.626 0.096
H 0.340094 -1.773720 -6.979800 -0.476 -0.244 1.036
H 1.168935 -2.119109 -5.481172 -0.194 0.028 0.383



# 2
54
Properties=species:S:1:pos:R:3:forces:R:3 method="wB97M-V/def2-TZVPD" lumo_ev=-0.149 relative_energy_kj_mol=670.3 e_homo_ev=-9.79 orbital_gap_ev=9.6 largest_force_ev_per_a=10.894
C 3.024969 -1.233148 -0.492025 2.689 4.293 4.332
O 3.211913 -2.344641 0.366031 1.229 -1.012 0.454
C 2.280683 -0.094609 0.432599 0.130 -2.610 -4.113
C 1.746110 1.070357 -0.330089 -2.964 0.680 -1.050
C 2.667214 2.305391 -0.412367 -3.630 0.388 -0.457
H 4.035789 -0.720149 -0.743313 -1.593 -1.244 -0.290
H 2.372263 -1.354948 -1.278971 -1.030 -1.227 -1.902
H 4.046621 -2.306737 0.930480 -1.748 0.309 -1.513
H 2.873676 0.131758 1.221668 2.601 1.299 2.199
H 1.556885 -0.669233 0.925728 -1.853 -0.857 0.327
H 0.687666 1.257251 0.166702 2.298 0.306 -1.155
H 1.507989 0.915180 -1.480674 0.156 -0.628 2.300
H 3.163345 2.350013 0.540980 0.636 0.762 0.115
H 1.829593 3.165318 -0.582104 3.056 -1.510 0.537
H 3.279329 2.077699 -1.287191 0.481 0.855 0.386
H -0.517866 3.179128 1.999691 1.072 0.114 -0.135
H -1.474449 2.242858 2.680586 0.091 0.894 -0.623
O -1.445290 3.038041 2.102292 -1.261 -0.915 0.710
H 0.106344 -2.194757 3.335116 0.453 -0.293 -0.056
H -1.050884 -2.195071 4.291573 -0.765 -1.186 3.781
O -0.803702 -1.944823 3.463792 0.572 1.148 -3.401
H -2.153920 -0.031064 1.940511 2.166 -1.041 -1.903
H -0.964113 -0.980712 1.556425 1.802 -3.793 1.763
O -1.359246 -0.225592 1.297626 -3.218 5.334 -0.051
H 0.065999 -2.173097 -3.004307 -1.767 1.110 0.621
H 1.256769 -2.239618 -3.817199 1.197 1.188 -1.821
O 0.812354 -2.694903 -3.154413 1.073 -3.221 1.515
H -0.845957 4.072939 -0.994177 1.996 0.382 0.093
H 0.430611 3.546835 -1.606415 0.259 -0.797 -0.689
O 0.142452 4.277119 -1.082132 -2.611 0.403 0.529
H -3.816539 0.234579 -1.204694 -0.238 -0.814 0.976
H -3.877806 -0.863649 0.046040 0.080 3.507 -1.509
O -3.871339 0.155410 -0.227073 -0.235 -2.808 0.292
H -0.956826 -0.931562 -0.720801 -0.100 2.652 1.442
H -0.616045 -2.403417 -0.125458 -0.146 0.932 -0.425
O -0.896227 -1.829827 -0.869728 0.138 -3.773 -1.315
H -1.938716 1.574761 -3.685234 0.714 1.166 -0.252
H -3.335202 1.375320 -3.062699 -0.385 0.687 -0.069
O -2.553531 0.938084 -3.375773 -0.551 -1.754 0.195
H -2.062891 0.992217 -1.021938 -8.071 -6.307 -3.709
H -1.269968 1.107411 0.093487 0.159 0.379 0.474
O -1.459654 1.502439 -0.767829 8.081 6.341 2.914
H -0.111517 -0.033751 -2.809172 -0.103 -1.071 -3.129
H -0.900446 -0.462945 -4.099281 -3.625 -0.106 -0.977
O -0.051773 -0.395489 -3.793134 3.372 2.034 3.973
H -2.797580 -1.557585 3.195736 0.325 -0.217 0.323
H -3.229890 -1.969120 1.778046 -0.170 1.741 1.739
O -3.343609 -1.238345 2.482770 -1.005 -1.833 -1.614
H 1.839127 2.215086 3.279326 -3.019 -0.136 0.183
H 1.442898 1.015283 2.587185 -3.044 2.250 1.529
O 0.892212 1.801725 3.111681 6.173 -2.140 -1.676
H 0.677280 -4.553514 0.924002 -0.310 0.058 0.054
H 1.242399 -3.296190 0.391904 1.703 0.858 -0.931
O 0.512497 -3.603711 0.886212 -1.262 -0.778 1.010



# 3
18
Properties=species:S:1:pos:R:3:forces:R:3 method="wB97M-V/def2-TZVPD" lumo_ev=0.901 relative_energy_kj_mol=103.5 e_homo_ev=-8.42 orbital_gap_ev=9.3 largest_force_ev_per_a=1.641
C 1.377049 -0.718496 1.984302 0.778 0.457 0.870
C 1.585397 -1.633094 0.814636 0.251 -0.126 -0.679
O 0.777174 -1.279340 -0.308707 -0.160 -0.170 0.094
H 0.460419 -0.949735 2.489145 -0.750 0.017 0.111
H 1.406545 0.353786 1.770008 -0.146 -0.086 -0.457
H 2.142769 -0.816109 2.762406 0.111 -0.346 -0.237
H 2.615850 -1.694100 0.451474 0.127 0.308 0.289
H 1.327791 -2.649630 1.102219 -0.180 -0.139 0.012
H 0.475158 -0.377018 -0.189092 -0.043 0.056 0.005
C -1.028357 0.585628 -2.467352 -1.168 0.274 -1.120
S -2.468597 0.939205 -1.411422 0.128 0.012 0.125
C -1.707776 1.597209 0.113048 -0.075 -0.983 -0.382
H -0.975962 -0.443123 -2.776946 0.187 -0.654 0.591
H -1.243531 1.078548 -3.414193 0.160 0.400 -0.003
H -0.089403 0.953389 -2.114050 0.488 0.155 0.460
H -2.128729 2.562199 0.363713 0.235 0.204 -0.056
H -0.641448 1.597921 -0.091705 0.100 0.557 0.254
H -1.884350 0.892755 0.922508 -0.044 0.063 0.123



# 4
8
Properties=species:S:1:pos:R:3:forces:R:3 method="wB97M-V/def2-TZVPD" lumo_ev="-1.615 / -0.424" relative_energy_kj_mol=235.0 e_homo_ev="-8.91 / -9.10" orbital_gap_ev="7.3 / 8.7" largest_force_ev_per_a=2.329
C -1.097019 0.368554 0.088834 -1.283 -0.258 -0.644
C -0.019177 -0.589040 -0.103550 -0.899 1.441 0.302
N 0.610200 -1.451126 -0.778677 -0.300 -0.973 -0.951
N 1.200577 -0.761261 0.360162 1.761 -0.697 1.355
I 3.394969 0.490423 -0.077863 -0.326 0.144 -0.106
H -2.015358 0.136735 -0.499877 1.044 0.565 -0.175
H -0.583519 1.315199 -0.070273 -0.401 0.329 -0.660
H -1.490671 0.490513 1.081245 0.404 -0.552 0.878



# 5
11
Properties=species:S:1:pos:R:3:forces:R:3 method="wB97M-V/def2-TZVPD" multiplicity=2 lumo_ev="-16.605 / -16.620" relative_energy_kj_mol=106.5 e_homo_ev="-21.85 / -26.54" orbital_gap_ev="5.2 / 9.9" largest_force_ev_per_a=3.566 charge=+3
O 0.289794 -0.822472 -0.748902 -0.480 -1.154 -1.006
C -0.658146 0.024306 -0.642193 2.251 1.608 2.249
C 1.062710 -0.780609 1.065596 -0.586 0.338 1.461
O -1.143104 0.572327 -1.649307 -1.077 -0.571 -1.181
O -0.773412 0.608703 0.559472 -1.615 -0.427 -0.445
C 0.147052 0.266462 1.481607 1.856 -0.058 -1.283
Zn -0.128906 -0.947902 -2.762825 0.193 0.077 0.194
H 2.112020 -0.486460 0.966074 0.104 -0.271 0.390
H 0.810649 -1.821949 1.280519 0.070 -0.049 -0.546
H 0.415118 1.086435 2.145563 -0.210 -0.074 0.270
Li -2.133775 2.301159 -1.695603 -0.505 0.580 -0.104



What did the fourth record say?
8
Properties=species:S:1:pos:R:3:forces:R:3 method="wB97M-V/def2-TZVPD" lumo_ev="-1.615 / -0.424" relative_energy_kj_mol=235.0 e_homo_ev="-8.91 / -9.10" orbital_gap_ev="7.3 / 8.7" largest_force_ev_per_a=2.329
C -1.097019 0.368554 0.088834 -1.283 -0.258 -0.644
C -0.019177 -0.589040 -0.103550 -0.899 1.441 0.302
N 0.610200 -1.451126 -0.778677 -0.300 -0.973 -0.951
N 1.200577 -0.761261 0.360162 1.761 -0.697 1.355
I 3.394969 0.490423 -0.077863 -0.326 0.144 -0.106
H -2.015358 0.136735 -0.499877 1.044 0.565 -0.175
H -0.583519 1.315199 -0.070273 -0.401 0.329 -0.660
H -1.490671 0.490513 1.081245 0.404 -0.552 0.878